# 1
DFT (ωB97M-V/def2-TZVPD) results for C21H31O3Pt as an isolated structure at a distorted geometry.

total charge: +1
HOMO (alpha / beta): -10.107 / -11.772 eV
DFT total energy: -31653.6886 eV
HOMO-LUMO gap (alpha / beta): 7.831 / 5.625 eV
expectation value of S²: 6.03
spin multiplicity: 5
energy relative to the best compared isomer or geometry (same formula, charge and spin): 0.531 eV

Last column: Mulliken spin population.
Geometry (Å):
O: -0.0818 -0.3765 -2.5996  0.02
C: -0.1388 0.7817 -3.5223  0.00
C: 0.0210 0.0228 -4.8203  0.00
H: 0.7138 1.4558 -3.4064  0.00
H: -1.0889 1.3244 -3.4020  0.00
C: 0.0323 -1.1679 -3.8359  0.00
H: 0.9849 0.1866 -5.3231  0.00
H: -0.8454 0.0569 -5.4877  0.00
C: 1.3311 -1.9344 -3.9362  0.00
H: 2.1840 -1.3003 -3.6757  0.00
H: 1.4626 -2.2569 -4.9802  0.00
H: 1.2964 -2.8106 -3.2819  0.00
C: -1.1593 -2.0508 -4.1460  0.00
H: -2.0847 -1.4651 -4.1699  0.00
H: -1.2290 -2.8711 -3.4246  0.00
H: -0.9963 -2.4763 -5.1486  0.00
Pt: -0.4211 -0.1775 1.8167  0.92
C: -2.6988 -1.4316 3.7567  0.00
C: -2.0332 -0.2369 4.0677  0.45
C: -2.0775 0.6415 2.8725  0.05
H: -1.6182 0.0311 5.0272  0.02
C: -2.8798 -0.0882 1.8620  0.26
C: -3.2758 -1.3150 2.4519  0.36
H: -3.9816 -2.0255 2.0242  0.00
H: -2.8013 -2.2796 4.4196  0.00
H: -1.9210 1.7204 2.8384  0.02
H: -3.2596 0.3729 0.9492  0.01
C: 1.1806 -2.2441 3.8246  0.08
C: 0.0693 -2.7780 3.1528  0.33
C: 0.0590 -2.3086 1.7884  0.38
H: -0.6528 -3.4850 3.5699  0.02
C: 1.2847 -1.4472 1.6306  -0.14
C: 1.9236 -1.4229 2.9538  0.44
H: 2.8918 -0.9645 3.1727  0.00
H: 1.4597 -2.4813 4.8547  0.00
H: -0.4947 -2.7470 0.9546  0.02
H: 1.7896 -1.3480 0.6700  0.02
O: 2.0048 2.0953 -1.9482  0.00
C: 1.6336 1.1746 -0.8828  0.00
C: 0.1800 1.4794 -0.4290  0.09
H: 2.2787 1.3546 0.0113  0.00
H: 1.8082 0.1297 -1.2138  0.00
C: 0.0314 2.9633 -0.7832  0.02
H: 0.0959 1.3418 0.6988  -0.01
H: -0.5681 0.8367 -0.9166  -0.02
C: 1.1303 3.2543 -1.8200  0.00
H: 0.2307 3.5233 0.1401  0.00
H: -0.9797 3.1963 -1.1245  0.00
H: 1.7457 4.1035 -1.4768  0.00
H: 0.6728 3.4720 -2.8003  0.00
C: 1.3179 2.3283 2.9105  0.15
C: 0.5359 1.0644 3.2161  0.29
O: 0.4029 0.6418 4.3582  0.25
H: 2.1378 2.1228 2.1998  0.00
H: 1.7509 2.7053 3.8550  -0.01
H: 0.6455 3.1094 2.5076  0.00

Atoms 1-3, force components in eV/Å:
-0.10 0.24 -2.40
-0.05 1.69 0.42
-0.11 -0.27 0.95

***

# 2
DFT (ωB97M-V/def2-TZVPD) results for C21H32BF4HgN3OSi as an isolated structure at a distorted geometry.

total charge: -1
HOMO (alpha / beta): -5.814 / -5.953 eV
DFT total energy: -52422.0828 eV
HOMO-LUMO gap (alpha / beta): 8.129 / 6.179 eV
expectation value of S²: 0.76
spin multiplicity: 2
energy relative to the best compared isomer or geometry (same formula, charge and spin): 1.255 eV

Last column: Mulliken spin population.
Geometry (Å):
Hg: -1.3795 0.2889 -2.6848  0.67
C: 4.2598 -0.4072 -2.7690  0.00
N: 3.9356 0.7889 -2.0220  0.00
C: 4.5755 0.8238 -0.7135  0.00
C: 2.5835 1.1981 -2.0326  0.01
N: 1.5936 0.4342 -2.2898  0.01
N: 2.4041 2.5231 -1.7268  0.00
C: 3.3717 3.5259 -2.1254  0.00
C: 1.0510 3.0248 -1.5682  0.01
H: 5.3302 -0.3974 -2.9851  0.00
H: 3.7195 -0.4057 -3.7140  0.00
H: 4.0350 -1.3353 -2.2234  0.00
H: 4.2739 -0.0324 -0.0942  0.00
H: 4.3039 1.7413 -0.1963  0.00
H: 5.6605 0.7944 -0.8362  0.00
H: 1.8308 -0.5500 -2.3248  -0.01
H: 4.3220 3.0609 -2.3663  0.00
H: 3.5157 4.2491 -1.3187  0.00
H: 3.0108 4.0713 -3.0064  0.00
H: 0.4164 2.2437 -1.1510  -0.01
H: 0.6334 3.3530 -2.5292  0.00
H: 1.0735 3.8783 -0.8880  0.00
C: 0.3909 1.5822 2.5554  0.00
C: -0.9414 0.8280 2.4978  0.03
C: -2.0744 1.8450 2.3403  0.00
C: -1.1723 -0.0244 3.7457  0.00
Si: -0.9369 -0.2720 0.8965  0.03
O: -0.8389 0.7704 -0.3002  0.26
C: 0.4882 -1.5415 0.8753  -0.01
C: 1.4185 -1.7790 1.8873  0.00
C: 2.4333 -2.7202 1.7402  0.00
C: 2.5389 -3.4518 0.5668  0.00
C: 1.6236 -3.2366 -0.4565  -0.01
C: 0.6180 -2.2941 -0.2991  -0.03
C: -2.5165 -1.3163 0.9642  0.01
C: -3.7226 -0.7019 0.6093  -0.01
C: -4.8940 -1.4373 0.4867  0.00
C: -4.8797 -2.8052 0.7217  0.00
C: -3.6904 -3.4315 1.0733  0.00
C: -2.5192 -2.6940 1.1971  0.00
H: 0.4260 2.2320 3.4405  0.00
H: 0.4971 2.2066 1.6651  0.00
H: 1.2510 0.9101 2.5919  0.00
H: -1.9859 2.6299 3.1032  0.00
H: -3.0514 1.3706 2.4505  0.00
H: -2.0348 2.3160 1.3568  0.00
H: -1.2009 0.6085 4.6432  0.00
H: -0.3887 -0.7718 3.8873  0.00
H: -2.1254 -0.5527 3.6743  0.00
H: 1.3579 -1.2272 2.8166  0.00
H: 3.1399 -2.8808 2.5463  0.00
H: 3.3274 -4.1856 0.4501  0.00
H: 1.6934 -3.8083 -1.3752  0.00
H: -0.0954 -2.1308 -1.1021  0.02
H: -3.7320 0.3536 0.3680  -0.01
H: -5.8001 -0.9371 0.1667  0.00
H: -5.7836 -3.3906 0.6038  0.00
H: -3.6665 -4.5044 1.2306  0.00
H: -1.5945 -3.2048 1.4446  0.00
F: -5.1764 1.9790 -3.6691  0.00
B: -5.2313 0.9571 -2.7078  0.00
F: -4.0569 1.0277 -1.8963  0.02
F: -5.2552 -0.3019 -3.3352  0.00
F: -6.3596 1.1133 -1.8897  0.00

Atoms 1-3, force components in eV/Å:
0.13 0.34 1.63
-0.01 0.01 0.04
0.07 0.03 0.09

***

# 3
DFT (ωB97M-V/def2-TZVPD) results for C21H32F6OPd as an isolated structure at a distorted geometry.

total charge: +2
HOMO (alpha / beta): -16.256 / -16.942 eV
DFT total energy: -44109.8699 eV
HOMO-LUMO gap (alpha / beta): 5.363 / 6.227 eV
energy relative to the best compared isomer or geometry (same formula, charge and spin): 1.100 eV

Last column: Löwdin charge in e.
Geometry (Å):
Pd: 0.4509 0.4221 0.4317  1.24
C: -0.2357 0.2326 -1.8060  0.12
C: 0.6890 -0.7406 -1.4017  -0.11
C: 0.0217 -1.5279 -0.2963  -0.11
C: -1.2008 -0.8561 -0.0293  0.04
C: -1.3830 0.2350 -0.9531  -0.11
C: -2.5750 1.1261 -1.0379  -0.53
C: -2.3654 2.2612 -2.0325  -0.01
C: -3.6964 0.1621 -1.5324  0.02
C: -2.9566 1.6701 0.3375  -0.02
C: 0.4504 -2.8023 0.4138  -0.52
C: 1.4395 -2.4586 1.5424  -0.01
C: -0.7897 -3.4366 1.0727  -0.03
C: 1.0092 -3.8341 -0.5713  -0.01
C: 2.0712 -0.7896 -2.0094  -0.53
C: 1.9904 -1.7523 -3.2211  0.01
C: 3.1806 -1.2058 -1.0405  -0.02
C: 2.4493 0.6084 -2.5461  -0.03
H: -0.0646 0.9695 -2.5737  0.15
H: -1.8969 -1.1055 0.7555  0.15
H: -2.1803 1.8955 -3.0433  0.10
H: -1.5414 2.9083 -1.7257  0.11
H: -3.2655 2.8719 -2.0728  0.11
H: -3.4587 -0.2697 -2.5054  0.10
H: -4.6016 0.7591 -1.6375  0.12
H: -3.8987 -0.6335 -0.8175  0.10
H: -2.1538 2.2929 0.7224  0.06
H: -3.1910 0.8856 1.0557  0.10
H: -3.8473 2.2876 0.2311  0.12
H: 0.9666 -1.8137 2.2887  0.09
H: 2.3674 -1.9980 1.2063  0.07
H: 1.7093 -3.3830 2.0537  0.12
H: -1.2191 -2.8052 1.8507  0.09
H: -0.4902 -4.3642 1.5570  0.11
H: -1.5572 -3.6831 0.3390  0.11
H: 1.9520 -3.5485 -1.0196  0.06
H: 0.2919 -4.0442 -1.3649  0.11
H: 1.1790 -4.7649 -0.0325  0.11
H: 1.8490 -2.7894 -2.9279  0.08
H: 2.9313 -1.6744 -3.7649  0.11
H: 1.1868 -1.4657 -3.8989  0.10
H: 3.0740 -2.2050 -0.6401  0.06
H: 3.2742 -0.4921 -0.2132  0.10
H: 4.1277 -1.1728 -1.5777  0.11
H: 1.8810 0.8866 -3.4325  0.10
H: 3.4972 0.5915 -2.8394  0.11
H: 2.3374 1.3914 -1.7878  0.10
C: -0.0754 4.1333 2.7653  0.05
C: 0.0963 2.6320 2.5081  -0.41
O: -0.0888 2.3361 1.1577  -0.17
C: -0.9834 1.8337 3.3367  -0.58
F: -0.6415 1.8139 4.6076  0.22
F: -2.1757 2.3793 3.1972  0.20
F: -1.0634 0.5540 2.8902  0.11
C: 1.5315 2.1460 2.8524  -0.56
F: 2.3878 2.6649 1.9633  0.17
F: 1.9271 2.4239 4.0602  0.24
F: 1.6164 0.7714 2.6741  0.08
H: -1.0601 4.4473 2.4304  0.11
H: 0.6909 4.6824 2.2214  0.11
H: 0.0300 4.3408 3.8303  0.12

Atoms 1-3, force components in eV/Å:
-1.76 2.47 0.20
-0.04 0.87 0.55
0.63 -1.66 1.01

***

# 4
DFT (ωB97M-V/def2-TZVPD) results for an isolated ion of composition C21H32IN2O2S and charge +1 at a distorted geometry.

total charge: +1
HOMO: -10.730 eV
DFT total energy: -48300.3800 eV
HOMO-LUMO gap: 6.391 eV
structure (SMILES): [H]/N=C/Cc1c(S)c(C(=O)O)c(CCCI)c[n+]1CC[C@@H](C)CCC=C(C)C

Last column: natural (NBO) charge in e.
Geometry (Å):
H: -2.8519 -4.0513 4.4511  0.36
N: -2.0842 -3.6703 3.8991  -0.58
C: -2.5163 -3.1113 2.8569  0.13
C: -1.5085 -2.5281 1.8838  -0.53
C: -1.8703 -1.1757 1.3393  0.23
C: -2.1299 -0.0819 2.1742  -0.07
S: -1.9990 -0.2000 3.9326  0.10
C: -2.4682 1.1625 1.6222  -0.12
C: -2.6973 2.3526 2.5184  0.77
O: -2.1072 3.3783 2.3365  -0.51
O: -3.5940 2.1563 3.5022  -0.68
C: -2.5478 1.3136 0.2323  0.11
C: -2.8817 2.6366 -0.4160  -0.46
C: -2.7126 2.6884 -1.9364  -0.44
C: -1.2640 2.4241 -2.3947  -0.55
I: -0.3207 4.1261 -3.2616  0.13
C: -2.2822 0.1979 -0.5282  0.04
N: -1.9520 -0.9873 0.0039  -0.25
C: -1.6191 -2.0648 -0.9760  -0.21
C: -0.1241 -2.3610 -1.0655  -0.41
C: 0.7723 -1.1340 -1.3382  -0.22
C: 1.0935 -0.3218 -0.0790  -0.61
C: 2.0484 -1.5809 -2.1118  -0.39
C: 3.4070 -1.4448 -1.3985  -0.45
C: 4.0192 -0.0842 -1.6278  -0.22
C: 4.3707 0.7830 -0.6709  0.04
C: 4.7153 0.3513 0.7370  -0.66
C: 4.4148 2.2654 -0.9160  -0.64
H: -3.5768 -3.0284 2.6049  0.17
H: -1.3835 -3.2634 1.0948  0.26
H: -0.5477 -2.4520 2.4004  0.27
H: -1.0706 -1.1639 3.9753  0.15
H: -3.2556 2.5900 4.3015  0.52
H: -3.9172 2.8839 -0.1659  0.25
H: -2.2596 3.4153 0.0242  0.27
H: -2.9843 3.6973 -2.2416  0.25
H: -3.4064 2.0086 -2.4366  0.21
H: -0.6149 2.0976 -1.5841  0.21
H: -1.2393 1.6523 -3.1622  0.22
H: -2.3145 0.2627 -1.6038  0.24
H: -1.9728 -1.7213 -1.9443  0.23
H: -2.2049 -2.9349 -0.6861  0.23
H: 0.2445 -2.9317 -0.2112  0.21
H: -0.0321 -3.0230 -1.9302  0.24
H: 0.2070 -0.4838 -2.0193  0.19
H: 0.2212 0.1748 0.3475  0.18
H: 1.5422 -0.9663 0.6800  0.21
H: 1.8073 0.4654 -0.3188  0.25
H: 1.9537 -2.6203 -2.4315  0.21
H: 2.1107 -0.9993 -3.0339  0.22
H: 4.0655 -2.1977 -1.8495  0.22
H: 3.3663 -1.6958 -0.3396  0.21
H: 4.1631 0.1914 -2.6705  0.20
H: 3.9352 0.6014 1.4619  0.21
H: 4.9241 -0.7163 0.7576  0.22
H: 5.6376 0.8632 1.0159  0.23
H: 5.3728 2.7084 -0.6288  0.22
H: 4.2256 2.5093 -1.9613  0.22
H: 3.6494 2.7519 -0.3046  0.21

Atoms 1-3, force components in eV/Å:
0.07 -0.07 0.04
-0.18 -0.02 -0.04
0.16 0.13 0.18

***

Question: Among the records above, which one has the lowest DFT total energy?
Answer: C21H32BF4HgN3OSi

***

Question: The highest DFT total energy belongs to which entry?
Answer: C21H31O3Pt

***

Question: Look up the DFT total energy of the third one.
Answer: -44109.8699 eV